18
Properties=species:S:1:pos:R:3 method="wB97M-V/def2-TZVPD" molar_mass_g_mol=101.1 lumo_ev=0.6 homo_lumo_gap_ev=9.223 de_lowest_ev=4.346 energy_ev=-8897.352
C -2.229 0.380 -0.208
C -1.317 -0.811 0.068
N -0.004 -0.571 0.658
C 0.266 0.627 1.176
C 1.049 0.187 -0.626
O 0.438 0.321 -1.672
C 2.361 -0.532 -0.421
H -3.161 0.018 -0.655
H -1.754 1.062 -0.918
H -2.500 0.931 0.700
H -1.137 -1.336 -0.877
H -1.812 -1.520 0.739
H -0.463 1.439 1.210
H 1.079 0.700 1.903
H 1.147 1.228 0.113
H 2.321 -1.473 -0.974
H 2.568 -0.741 0.629
H 3.150 0.092 -0.846